[1]
C28H75Cl4N2O20 | ωB97M-V/def2-TZVPD

CARTESIAN COORDINATES (ANGSTROEM)
Cl (-3.593, 1.812, -2.691)
Cl (-4.865, -0.260, -1.104)
Cl (-3.043, -5.931, 0.057)
Cl (-3.684, -3.925, -2.030)
O (-3.761, -3.576, 2.933)
O (0.213, -0.484, 6.801)
O (1.480, -0.576, 4.284)
O (-0.450, -0.924, -4.058)
O (4.131, 0.239, 0.488)
O (3.250, 2.310, -3.871)
O (2.917, -2.988, -0.948)
O (3.147, 3.633, -1.341)
O (-3.490, 2.355, 4.192)
O (-0.089, 2.932, -5.421)
O (-3.929, -0.423, 2.745)
O (-3.130, -3.562, 6.016)
O (2.411, -1.727, -4.108)
O (3.658, 0.945, 3.056)
O (-2.679, 2.875, 1.341)
O (0.154, -3.565, -3.057)
O (1.272, 2.492, 3.477)
O (2.130, 0.699, -5.607)
O (-1.367, 3.811, 3.938)
O (-1.094, 3.910, -8.190)
N (-0.168, -0.865, 0.458)
N (0.054, 0.758, -1.099)
C (-0.307, -3.331, 0.309)
C (0.986, -1.677, 6.386)
C (-3.722, -4.348, -0.281)
C (0.607, 1.249, 0.049)
C (0.017, 1.501, -2.351)
C (3.516, 2.240, 3.794)
C (4.275, 2.860, -1.692)
C (-1.182, 3.871, -5.647)
C (-2.997, -4.471, 3.772)
C (-0.258, -0.636, -0.881)
C (-2.308, -3.810, 4.937)
C (-0.898, 4.664, -6.976)
C (3.174, -1.578, -0.826)
C (-1.629, 4.627, 2.773)
C (-0.416, -2.091, 1.187)
C (3.133, -0.184, -5.971)
C (-2.830, 1.095, 4.375)
C (3.828, 1.728, -2.705)
C (4.086, -1.156, 0.384)
C (0.458, 0.277, 1.018)
C (-1.440, 3.668, 1.552)
C (-3.887, 1.238, -1.084)
C (-1.333, -2.090, -4.182)
C (1.225, -1.784, 4.867)
C (2.518, 3.142, 3.383)
C (-3.818, -0.094, 4.129)
C (-0.566, -3.432, -4.258)
C (2.693, -1.617, -5.517)
H (0.292, -2.094, 4.397)
H (0.393, -1.973, 1.908)
H (-3.286, -3.562, 0.336)
H (-4.264, 2.024, -0.430)
H (-2.200, -4.818, 3.114)
H (-2.893, 1.050, -0.678)
H (2.645, 4.006, 4.036)
H (0.068, -3.450, -5.144)
H (-0.991, 5.484, 2.557)
H (-1.259, 4.151, 0.592)
H (2.903, 3.455, 2.413)
H (-2.082, -2.152, -3.393)
H (-4.835, -0.040, 4.517)
H (4.136, 0.104, -5.656)
H (-2.458, 1.086, 5.400)
H (1.463, -1.681, -3.963)
H (3.098, -0.198, -7.060)
H (0.054, 5.153, -6.767)
H (-0.568, 3.019, 1.638)
H (-1.487, 5.565, -7.150)
H (-2.038, 1.004, 3.632)
H (-3.460, -0.932, 4.728)
H (0.866, 0.227, 2.017)
H (4.993, 3.441, -2.271)
H (-0.600, -4.201, 0.897)
H (4.712, 2.453, -0.780)
H (-1.310, -1.953, 1.795)
H (3.069, 1.012, -2.390)
H (0.636, -2.575, 6.895)
H (3.660, -1.510, 1.323)
H (2.857, 0.470, 3.290)
H (-0.516, -1.345, -1.654)
H (-0.194, -0.691, -4.953)
H (0.828, 0.025, 4.652)
H (-4.080, 2.483, 4.938)
H (2.821, 1.626, -4.391)
H (-1.374, -4.330, 5.149)
H (-3.355, -4.332, 6.544)
H (2.518, -3.139, -1.808)
H (4.751, 1.186, -2.909)
H (-1.295, -4.230, -4.399)
H (1.686, -1.849, -5.865)
H (-1.090, 4.718, -4.967)
H (0.735, -3.584, 0.112)
H (3.006, 4.173, -2.122)
H (1.374, 0.520, -6.172)
H (-3.598, -5.333, 4.060)
H (-4.096, -1.368, 2.730)
H (1.948, -2.544, 4.573)
H (-1.975, -1.965, -5.054)
H (-4.773, -4.394, 0.004)
H (-2.142, 3.247, 3.995)
H (4.327, 0.489, 1.394)
H (-0.885, 1.273, -2.920)
H (2.043, -1.611, 6.643)
H (-0.443, 3.205, -8.220)
H (5.099, -1.553, 0.315)
H (0.091, 2.575, -2.182)
H (-0.297, 2.134, -5.913)
H (0.536, -4.440, -3.152)
H (1.129, 2.193, 0.095)
H (-2.642, 5.029, 2.772)
H (-2.173, 3.441, -5.502)
H (0.654, 2.969, 4.036)
H (-1.884, -2.842, 4.666)
H (3.498, -2.290, -5.812)
H (3.687, -1.330, -1.755)
H (-0.778, -3.324, -0.674)
H (3.319, 1.910, 4.814)
H (4.465, 2.776, 3.765)
H (2.133, -1.255, -0.842)
H (-3.055, 2.591, 2.177)
H (-4.692, -3.701, 3.130)
H (0.773, 1.297, -3.110)
H (-0.599, -0.797, 7.206)

Output
* F_max: 5.05 eV/A
* orbital gap: 9.10 eV
* charge: +1
* spin multiplicity: 1


[2]
C33H26N3O3PS4SbSc | ωB97M-V/def2-TZVPD

CARTESIAN COORDINATES (ANGSTROEM)
Sb (3.597, -0.883, 4.285)
Sc (1.956, 0.124, 1.125)
S (4.401, 0.906, 1.476)
S (1.690, 0.569, 3.852)
S (2.681, -2.923, 4.825)
S (4.135, -1.142, 1.794)
P (-0.517, 1.296, -0.185)
O (1.585, 2.918, 1.987)
O (2.217, 0.831, -0.773)
O (0.296, -0.974, 1.630)
N (1.792, -1.719, -0.184)
N (0.238, 2.859, 1.744)
N (1.163, -2.764, 0.485)
C (-0.539, 2.756, -1.318)
C (0.442, 4.864, -1.979)
C (-0.673, -1.259, -3.385)
C (-0.520, 5.021, -2.967)
C (0.442, -2.242, 1.441)
C (3.910, -0.433, -4.321)
C (-0.283, -3.176, 2.345)
C (2.887, -0.963, -2.180)
C (3.785, 0.929, -4.020)
C (-1.486, 4.039, -3.142)
C (-0.673, -5.368, 3.248)
C (-3.333, 1.274, 0.397)
C (-0.555, 2.439, 2.647)
C (-1.692, -1.170, -0.810)
C (-1.037, -0.048, -1.321)
C (-4.264, 1.796, 2.550)
C (-0.522, -0.114, -2.615)
C (-4.433, 1.386, 1.233)
C (2.307, -1.984, -1.319)
C (0.015, -4.534, 2.383)
C (-2.045, 1.585, 0.835)
C (-1.254, -2.657, 3.191)
C (-1.896, 2.063, 2.149)
C (3.451, -1.352, -3.397)
C (-1.947, -3.496, 4.055)
C (-1.489, 2.916, -2.324)
C (-2.997, 2.125, 3.000)
C (0.435, 3.741, -1.163)
C (-1.844, -2.316, -1.576)
C (2.771, 0.416, -1.866)
C (-1.659, -4.852, 4.084)
C (3.227, 1.345, -2.830)
C (-1.336, -2.365, -2.868)
H (-2.235, 4.140, -3.918)
H (-0.255, 2.241, 3.673)
H (1.806, 2.355, 2.801)
H (-0.513, 5.899, -3.603)
H (1.202, 3.613, -0.411)
H (-1.427, -1.589, 3.182)
H (3.126, 2.396, -2.588)
H (-2.244, 2.153, -2.477)
H (0.033, 0.723, -3.023)
H (-2.184, -5.506, 4.771)
H (-2.048, -1.165, 0.213)
H (-0.420, -6.421, 3.294)
H (4.348, -0.758, -5.256)
H (-0.243, -1.293, -4.379)
H (-5.113, 1.856, 3.220)
H (2.264, -3.013, -1.680)
H (-3.474, 0.906, -0.613)
H (-2.327, -3.185, -1.145)
H (-2.847, 2.444, 4.025)
H (-5.420, 1.130, 0.865)
H (4.133, 1.671, -4.730)
H (-1.434, -3.267, -3.459)
H (-2.693, -3.083, 4.723)
H (3.516, -2.415, -3.611)
H (1.211, 5.615, -1.841)
H (0.805, -4.909, 1.747)

Output
* energy relative to the best compared isomer or geometry (same formula, charge and spin): 111.3 kJ/mol
* F_max: 0.93 eV/A
* orbital gap: 5.28 eV
* charge: -2
* spin multiplicity: 1